C35H67Br2N5O10S2 | wB97M-V/def2-TZVPD

LUMO: -0.43 eV
electronic energy: -8343.57074 hartree
charge: 0
HOMO level: -8.974 eV
Kohn-Sham gap: 8.543 eV

Positions of all 121 atoms, in Å:
1 C 0.5921 4.3099 3.2189
2 C -0.7579 4.8872 2.4318
3 O -1.7736 5.2922 3.2433
4 N -0.8426 5.0082 0.8956
5 C -0.1342 6.3522 0.6301
6 C -2.2901 5.1936 0.4988
7 C -2.5266 5.2026 -1.1572
8 C -3.3147 3.8679 -1.6584
9 C -2.5061 2.8533 -2.6373
10 C -0.8827 2.8938 -2.5774
11 O -0.2513 2.7018 -1.2812
12 C -0.9180 1.7496 -0.4014
13 C -1.0006 0.2029 -0.9336
14 C -1.2800 -0.9171 0.2448
15 C -2.8802 -0.8791 0.6037
16 C -3.7817 -1.7938 -0.4498
17 C -4.0958 -3.2740 0.2124
18 C -2.7921 -4.2660 0.2939
19 C -1.9760 -4.2257 1.7161
20 S -2.9979 -4.7380 3.2162
21 C -3.2814 -3.1300 4.1733
22 N -4.5654 -2.3842 4.4801
23 N -4.0614 -1.2651 5.1818
24 C -2.5361 -1.3006 5.3022
25 O -2.0296 -2.5243 4.6546
26 O -0.0792 1.6976 0.8448
27 C 1.2119 2.3352 0.5177
28 N 2.3927 2.8656 0.2728
29 C -0.3001 1.8845 -3.7798
30 S -0.4251 2.8662 -5.3683
31 O 1.0287 1.3543 -3.4611
32 C 1.7189 0.7814 -4.6235
33 C 0.8911 -0.3776 -5.4351
34 C 1.6320 -0.8756 -6.8394
35 O 2.7874 -0.0529 -7.2257
36 C 2.1001 -2.4449 -6.8244
37 N 3.5967 -2.4680 -7.0895
38 C 3.0677 0.0097 -4.0002
39 Br 4.3799 1.4278 -3.3464
40 C 2.7118 -1.0596 -2.8105
41 C 3.5579 -0.7843 -1.3943
42 Br 3.3461 -2.8996 -3.4215
43 H 0.6024 4.6586 4.3597
44 H 0.6493 3.1396 3.2454
45 H 1.5209 4.7934 2.6456
46 H -0.2547 6.7138 -0.4761
47 H 1.0127 6.1501 0.8165
48 H -0.5719 7.1837 1.3646
49 H -2.6259 6.2657 0.9041
50 H -2.9762 4.4197 1.0514
51 H -3.2707 6.1204 -1.3349
52 H -1.5491 5.4754 -1.7358
53 H -4.3315 4.2090 -2.1829
54 H -3.6670 3.2871 -0.6789
55 H -2.8175 3.1313 -3.7561
56 H -2.9719 1.7669 -2.4676
57 H -0.5550 3.9784 -2.9568
58 H -1.9857 2.0480 -0.0270
59 H -1.8606 0.0407 -1.7384
60 H 0.0017 -0.1142 -1.4966
61 H -0.5608 -0.8469 1.1637
62 H -1.0687 -1.9812 -0.2526
63 H -3.2806 0.2274 0.5811
64 H -3.1054 -1.3079 1.6724
65 H -4.8202 -1.2240 -0.5434
66 H -3.3201 -1.8385 -1.5295
67 H -4.6513 -3.1768 1.2392
68 H -4.8676 -3.7971 -0.5315
69 H -2.0467 -3.9386 -0.5776
70 H -3.0854 -5.4008 0.1057
71 H -1.6171 -3.1250 1.9162
72 H -0.9802 -4.8811 1.6665
73 H -1.8998 -0.4591 5.8413
74 H -1.0309 0.9504 -3.8766
75 H -1.5764 2.4524 -6.0718
76 H 2.1783 1.6287 -5.3269
77 H 0.7703 -1.3738 -4.7892
78 H -0.2020 -0.0784 -5.7511
79 H 0.8360 -0.7735 -7.7232
80 H 2.7360 0.1222 -8.2254
81 H 1.7586 -3.0627 -5.8915
82 H 1.5995 -2.9781 -7.7682
83 H 3.8327 -3.1071 -7.9011
84 H 4.1496 -2.7267 -6.2439
85 H 3.6646 -0.5862 -4.8265
86 H 1.5700 -1.1894 -2.5834
87 H 3.2630 -1.6961 -0.6823
88 H 3.1987 0.1916 -0.8569
89 H 4.7220 -0.8656 -1.5385
90 C 7.1583 -2.4231 -2.7268
91 O 7.4432 -3.2650 -1.6149
92 C 7.0112 -4.6122 -1.8330
93 C 8.1899 -5.5237 -2.1856
94 O 8.7375 -5.1921 -3.4656
95 C 9.9474 -4.4496 -3.3582
96 H 7.6800 -1.4733 -2.5791
97 H 7.4997 -2.8627 -3.6658
98 H 6.0831 -2.2267 -2.7776
99 H 6.2369 -4.6548 -2.6073
100 H 6.5669 -4.9590 -0.8942
101 H 7.8286 -6.5552 -2.2521
102 H 8.9616 -5.4871 -1.4074
103 H 10.7554 -5.1060 -3.0222
104 H 9.8451 -3.6062 -2.6689
105 H 10.2001 -4.0605 -4.3476
106 C -5.4682 2.8219 9.4683
107 O -6.1248 1.7750 8.7615
108 C -5.2265 1.0471 7.9176
109 C -4.8415 -0.2963 8.5434
110 O -4.0412 -0.1123 9.7156
111 C -4.7884 -0.2983 10.9129
112 H -6.1551 3.2046 10.2284
113 H -4.5632 2.4689 9.9663
114 H -5.2204 3.6356 8.7801
115 H -4.3357 1.6425 7.6877
116 H -5.7562 0.8585 6.9780
117 H -4.2314 -0.8557 7.8266
118 H -5.7323 -0.8955 8.7668
119 H -5.0047 -1.3615 11.0524
120 H -5.7227 0.2707 10.8997
121 H -4.1822 0.0494 11.7531

Atom charges from the Mulliken analysis, given in e for atoms 1 to 4:
1. C -0.80
2. C 0.55
3. O -0.57
4. N 0.17



C35H67IO16 | wB97M-V/def2-TZVPD

LUMO: 0.33 eV
electronic energy: -2875.36366 hartree
charge: 0
HOMO level: -9.534 eV
Kohn-Sham gap: 9.863 eV

Positions of all 119 atoms, in Å:
1 C 4.1459 2.2422 2.1454
2 O 3.0710 1.4154 1.7137
3 C 3.4487 0.0474 1.6078
4 C 3.7798 -0.2932 0.1338
5 C 2.4638 -0.4575 -0.6567
6 C 1.8981 -1.8905 -0.6545
7 C 0.7323 -2.1304 0.3209
8 C -0.3507 -1.0386 0.3130
9 C -1.7812 -1.5559 0.4066
10 C -2.0289 -2.4462 1.6307
11 C -3.4976 -2.4432 2.0962
12 C -3.9295 -1.0912 2.7179
13 C -5.1794 -0.4706 2.1002
14 C -5.4866 0.9303 2.6685
15 I -5.2463 1.2099 4.7640
16 O -4.5846 1.8050 1.9642
17 C -4.2740 1.2316 0.7505
18 O -3.4932 1.7325 -0.0039
19 C -5.0681 -0.0644 0.6203
20 C -6.4093 0.0581 -0.1421
21 C -6.1516 0.5621 -1.5881
22 C -6.9460 1.8255 -1.9512
23 C -6.6554 3.0434 -1.0562
24 O -7.8750 3.7483 -0.7406
25 H 4.2387 2.2337 3.2354
26 H 5.0817 1.9203 1.6834
27 H 3.9263 3.2631 1.8341
28 H 2.5686 -0.5399 1.8842
29 H 4.2638 -0.2047 2.2891
30 H 4.2954 0.5798 -0.2728
31 H 4.4175 -1.1746 0.0692
32 H 1.7664 0.2758 -0.2543
33 H 2.6529 -0.1607 -1.6918
34 H 1.6299 -2.2110 -1.6623
35 H 2.7078 -2.5632 -0.3500
36 H 0.2511 -3.0732 0.0335
37 H 1.1193 -2.3111 1.3250
38 H -0.1964 -0.3970 1.1894
39 H -0.2414 -0.3711 -0.5429
40 H -2.4136 -0.6737 0.5245
41 H -2.1191 -2.0457 -0.5112
42 H -1.7760 -3.4820 1.3889
43 H -1.3962 -2.1301 2.4625
44 H -3.5758 -3.2092 2.8707
45 H -4.1672 -2.7444 1.2862
46 H -4.1642 -1.2725 3.7660
47 H -3.0808 -0.4002 2.7176
48 H -6.0462 -1.0863 2.3612
49 H -6.4857 1.2232 2.3485
50 H -4.5475 -0.8629 0.0937
51 H -7.1064 0.7169 0.3755
52 H -6.8057 -0.9525 -0.2109
53 H -5.0865 0.7296 -1.7520
54 H -6.4467 -0.2171 -2.2941
55 H -6.7172 2.0881 -2.9843
56 H -8.0114 1.6133 -1.8576
57 H -6.1776 2.7653 -0.1148
58 H -6.0101 3.7519 -1.5708
59 H -8.1406 3.4634 0.1351
60 C 2.8786 -3.3512 -8.2076
61 C 1.7838 -3.4187 -7.1640
62 O 2.1529 -4.2681 -6.0659
63 C 2.9882 -3.7273 -5.1835
64 O 3.4193 -2.6042 -5.2045
65 O 3.2362 -4.6362 -4.2382
66 C 4.1504 -4.1977 -3.2333
67 H 3.1541 -4.3545 -8.5356
68 H 2.5403 -2.7790 -9.0715
69 H 3.7730 -2.8744 -7.8081
70 H 0.8865 -3.8658 -7.5864
71 H 1.5198 -2.4287 -6.7940
72 H 3.8313 -3.2513 -2.8013
73 H 5.1527 -4.1002 -3.6483
74 H 4.1573 -4.9606 -2.4597
75 C 0.2963 2.8648 2.1726
76 C -0.6436 2.8634 3.3597
77 O -0.0991 2.1238 4.4669
78 C 0.8284 2.7561 5.1767
79 O 1.2174 3.8823 5.0060
80 O 1.2421 1.9333 6.1445
81 C 2.2781 2.4759 6.9620
82 H 0.5686 1.8460 1.8934
83 H -0.1779 3.3458 1.3174
84 H 1.2173 3.4006 2.4015
85 H -1.5720 2.3577 3.1027
86 H -0.8924 3.8759 3.6767
87 H 1.9929 3.4456 7.3649
88 H 3.2002 2.5650 6.3886
89 H 2.4324 1.7784 7.7804
90 C -4.7033 -3.1955 -7.3577
91 C -4.2385 -3.2738 -8.7963
92 O -4.0107 -1.9706 -9.3527
93 C -2.8660 -1.3914 -8.9990
94 O -2.0158 -1.8683 -8.2931
95 O -2.8177 -0.1883 -9.5699
96 C -1.6571 0.5760 -9.2361
97 H -5.5819 -2.5540 -7.2767
98 H -4.9584 -4.1892 -6.9896
99 H -3.9263 -2.7807 -6.7168
100 H -5.0111 -3.7185 -9.4204
101 H -3.3371 -3.8785 -8.8939
102 H -0.7481 0.0130 -9.4361
103 H -1.6895 0.8724 -8.1887
104 H -1.6818 1.4616 -9.8642
105 C 9.6907 1.8061 7.7878
106 C 8.3513 1.1105 7.6718
107 O 7.2851 1.9214 8.1872
108 C 6.8671 2.8935 7.3792
109 O 7.2678 3.1165 6.2674
110 O 5.8927 3.5568 8.0032
111 C 5.3652 4.6608 7.2641
112 H 9.8705 2.1156 8.8182
113 H 10.4919 1.1353 7.4776
114 H 9.7258 2.6959 7.1606
115 H 8.3399 0.2067 8.2781
116 H 8.1340 0.8283 6.6418
117 H 5.0536 4.3530 6.2684
118 H 6.1050 5.4568 7.1955
119 H 4.5002 5.0204 7.8142

Atom charges from the Mulliken analysis, given in e for atoms 1 to 4:
1. C -0.94
2. O -0.21
3. C -0.65
4. C -0.67